62
Properties=species:S:1:pos:R:3:forces:R:3 method="wB97M-V/def2-TZVPD" total_energy_ha=-2831.66517 total_charge=+2 relative_energy_kcal_mol=19.0 gap_ev=5.68
Mo -0.07931 -0.19281 0.02799 -1.2 3.1 1.2
C -1.66372 -2.80778 -1.05826 0.1 -0.2 0.0
N -1.98927 -1.55982 -0.33564 0.2 0.1 0.1
C -2.95056 -0.76400 -1.12358 -0.2 0.2 -0.1
C -2.80467 0.67447 -0.69600 -0.2 -0.3 0.2
N -1.35740 0.96811 -0.78277 -0.5 0.3 -1.1
C -1.13504 2.20710 -1.45261 0.2 0.2 -0.2
C -1.41074 3.39667 -0.78175 0.1 -0.3 0.0
F -1.83302 3.32542 0.47962 0.0 0.1 0.0
C -1.24982 4.62107 -1.40216 0.0 -0.1 0.0
F -1.48488 5.74001 -0.74172 0.0 0.0 0.0
C -0.81941 4.66388 -2.72343 0.0 0.0 0.1
F -0.65761 5.82679 -3.31681 0.0 0.0 0.0
C -0.55129 3.48936 -3.41464 0.0 0.0 0.0
F -0.13871 3.53253 -4.66892 0.0 0.0 0.0
C -0.72095 2.27442 -2.77604 -0.1 -0.1 0.3
F -0.47146 1.13093 -3.41773 0.1 0.0 -0.2
C -2.54755 -1.86608 1.00312 0.1 0.1 0.3
C -1.43162 -1.78133 2.01401 -0.3 -0.4 -0.3
N -0.71015 -0.50813 1.80992 0.6 0.3 0.6
C -0.10803 -0.05023 3.02462 0.3 0.0 0.3
C 1.13045 -0.53687 3.44568 -0.3 0.0 -0.2
F 1.77062 -1.40103 2.64906 0.1 -0.1 0.0
C 1.71149 -0.13833 4.63094 -0.1 0.1 0.0
F 2.88624 -0.61751 4.99435 0.0 0.0 0.0
C 1.03858 0.77965 5.43110 0.0 -0.1 -0.1
F 1.57133 1.16853 6.56636 0.0 0.0 0.1
C -0.19046 1.28904 5.03309 0.0 0.0 0.0
F -0.81510 2.16897 5.79071 0.0 0.0 0.0
C -0.75532 0.87027 3.83877 0.0 -0.1 -0.2
F -1.93051 1.35038 3.44383 -0.1 0.1 0.1
H -2.57546 -3.37236 -1.26426 0.0 0.1 0.0
H -1.00563 -3.43547 -0.45996 0.0 0.0 0.0
H -1.17705 -2.57718 -2.00594 0.0 0.0 0.0
H -3.96946 -1.13215 -0.98312 0.0 -0.1 0.0
H -2.69576 -0.84585 -2.18012 0.0 -0.1 0.0
H -3.15549 0.85130 0.32466 0.0 0.0 0.0
H -3.36824 1.32001 -1.36660 0.1 0.1 0.0
H -3.01220 -2.85265 1.01112 0.0 0.0 -0.1
H -3.30391 -1.12661 1.25917 0.0 0.0 -0.1
H -0.72256 -2.61017 1.88402 0.0 0.1 0.1
H -1.83641 -1.83753 3.02394 0.1 0.1 0.0
N 2.09557 3.68452 -0.39456 0.0 0.1 0.0
C 1.74211 2.39962 -0.42134 -0.3 -0.5 0.3
S 1.02008 1.70954 1.05257 -0.3 -0.6 -0.2
N 1.91270 1.66562 -1.46595 0.5 0.6 -0.5
N 1.50518 0.38609 -1.32795 -0.4 -0.3 0.4
C 2.15361 -0.46205 -2.09501 0.1 0.1 -0.1
C 2.27228 -1.86683 -1.92029 -0.3 -0.2 0.4
C 3.16921 -2.62514 -2.69312 0.0 0.1 -0.1
C 3.45698 -3.92088 -2.33740 0.1 -0.1 0.0
C 2.86988 -4.49479 -1.20382 0.0 0.1 -0.1
C 1.96467 -3.78509 -0.43788 -0.3 0.1 0.3
C 1.65785 -2.48550 -0.81001 0.5 -0.2 -0.9
O 0.79373 -1.70997 -0.15075 1.6 -2.9 -0.2
H 2.10144 4.19592 0.47110 0.0 0.0 0.0
H 2.59801 4.07005 -1.17969 0.0 0.0 0.0
H 2.77106 -0.00424 -2.86317 0.0 0.1 0.1
H 3.63977 -2.17233 -3.55704 0.0 0.0 0.0
H 4.15872 -4.49603 -2.92535 0.0 0.0 0.0
H 3.12507 -5.50663 -0.92018 0.0 0.0 0.0
H 1.51218 -4.21691 0.44580 0.0 0.0 0.0